Entry 1:
This record from the OMol25 dataset describes a molecular structure, C35H37F5OP2PtTe in a non-equilibrium geometry. The level of theory is wB97M-V/def2-TZVPD.

Element x y z (Å)
Pt  -0.121  0.932  -1.369
C  -4.128  2.651  1.859
C  -3.082  2.159  2.472
C  -3.068  0.865  3.280
C  -2.745  -0.359  2.385
C  -3.695  -0.651  1.239
C  -4.860  -0.061  0.972
C  -5.691  0.618  2.019
C  -5.538  2.146  2.101
C  -2.005  1.620  -1.883
H  -3.962  3.300  0.987
H  -2.246  2.839  2.741
H  -4.014  0.670  3.819
H  -2.267  0.922  4.036
H  -1.709  -0.260  1.982
H  -2.742  -1.268  3.011
H  -3.270  -1.291  0.467
H  -5.216  0.035  -0.048
H  -5.424  0.185  2.991
H  -6.748  0.387  1.805
H  -6.227  2.648  1.405
H  -5.781  2.461  3.130
H  -2.198  2.668  -1.554
H  -2.913  1.078  -1.530
H  -2.064  1.630  -2.999
P  3.036  0.130  0.148
P  1.908  -1.895  -1.166
C  2.831  -1.313  1.239
C  2.256  -2.347  0.575
C  4.809  0.585  0.367
C  5.548  0.209  1.493
C  6.854  0.678  1.693
C  7.468  1.505  0.748
C  6.760  1.827  -0.405
C  5.453  1.379  -0.614
C  2.109  1.493  0.926
C  0.814  1.706  0.350
C  -0.054  2.645  0.832
C  0.371  3.479  1.893
C  1.634  3.284  2.468
C  2.504  2.311  1.987
C  3.163  -3.082  -1.987
C  4.538  -2.787  -1.896
C  5.502  -3.647  -2.467
C  5.111  -4.798  -3.155
C  3.744  -5.101  -3.246
C  2.786  -4.248  -2.654
C  0.324  -2.752  -1.484
C  -0.258  -2.542  -2.751
C  -1.482  -3.135  -3.058
C  -2.124  -3.930  -2.109
C  -1.554  -4.126  -0.852
C  -0.341  -3.528  -0.529
H  3.146  -1.290  2.286
H  2.045  -3.336  0.991
H  5.097  -0.462  2.236
H  7.388  0.401  2.596
H  8.486  1.878  0.918
H  7.243  2.459  -1.160
H  4.917  1.640  -1.523
H  0.912  0.121  -0.343
H  -0.992  2.743  0.310
H  -0.303  4.259  2.222
H  1.930  3.906  3.323
H  3.500  2.199  2.424
H  4.872  -1.892  -1.387
H  6.550  -3.410  -2.377
H  5.857  -5.458  -3.601
H  3.433  -5.990  -3.769
H  1.736  -4.528  -2.740
H  0.237  -1.885  -3.461
H  -1.925  -2.969  -4.042
H  -3.084  -4.410  -2.356
H  -2.060  -4.753  -0.103
H  0.093  -3.658  0.468
F  -4.511  4.921  -0.840
Te  -5.829  3.694  -1.492
F  -6.704  5.218  -2.227
F  -4.875  3.632  -3.154
F  -6.829  4.107  0.099
F  -7.320  2.715  -2.160
O  -4.998  2.228  -0.805

Cartesian forces, eV/Å:
Pt 1.4803 -0.0736 0.9044
C -3.6083 0.3174 -3.1731
C 3.0401 -1.5846 4.3823
C 0.9205 -0.0735 -0.2127
C -0.2961 -1.2151 0.1688
C 0.6584 0.8038 -0.7590
C 0.3638 0.3993 0.1267
C 0.1389 -0.1522 0.3266
C 0.0063 0.9019 0.0500
C -1.5550 0.5535 -0.0410
H -0.0470 0.2431 0.6629
H -0.2820 -0.3965 -0.7294
H 0.4598 0.5680 -0.3754
H -0.3165 0.1375 -0.3672
H -0.7437 -0.0284 0.1376
H 0.3045 0.4162 0.1399
H 0.1521 0.2473 -0.0400
H -0.2798 -0.9386 0.0526
H -0.6773 -0.0621 -0.4186
H 0.3088 0.2240 0.3178
H 0.3474 -0.1214 0.5585
H -0.2744 0.0821 -0.2609
H 0.5563 -0.4407 -0.2346
H 0.7074 -0.2223 -0.1005
H 0.2424 -0.1093 0.5517
P 1.8689 0.4987 1.4323
P 0.8303 -3.3685 -0.2741
C -0.7164 -0.6596 -0.6003
C 0.4661 1.5309 0.5765
C 0.4141 0.3460 -0.7328
C -0.0534 -0.2061 0.4067
C -0.2009 0.0268 -0.1838
C -0.3521 -0.3448 0.3155
C 0.0080 0.3383 -0.5467
C -0.1629 -0.2259 0.5935
C -1.4573 0.3336 -0.8536
C 0.8708 -0.9762 -0.6804
C 0.3701 1.0218 1.0901
C 0.0955 -0.8504 -0.5007
C -0.5105 0.4869 0.3098
C 0.2479 -0.2309 -0.2300
C 0.3520 0.6716 0.0249
C 0.1309 -0.5261 -0.4143
C -0.8831 0.3044 0.2432
C -0.6096 0.1595 0.2331
C 0.2501 0.9093 0.5967
C -0.0621 -0.5568 -0.5313
C -0.3461 0.6866 -0.5412
C -0.2136 -0.1192 0.5698
C 0.2009 0.1264 -0.1016
C -0.2977 -0.2113 -0.1351
C -0.2311 -0.2134 0.2523
C 0.2995 0.1903 0.1856
H -0.1467 -0.2411 -0.3321
H 0.2121 0.3527 -0.1388
H 0.3625 0.3996 -0.2489
H -0.0891 -0.0349 -0.1075
H -0.5068 -0.1748 -0.1482
H -0.3011 -0.3110 0.2605
H 0.1420 0.0752 0.0843
H -1.6685 0.1503 -0.5186
H -0.2236 0.4188 0.3199
H 0.1880 0.1305 0.1925
H -0.0492 -0.2571 -0.4992
H -0.3345 0.0023 -0.1014
H 0.0681 0.0455 0.0261
H 0.0759 0.1032 0.0384
H -0.2540 0.2384 0.1218
H -0.1653 -0.0745 -0.0029
H 0.2307 0.1168 0.0153
H -0.0374 -0.1685 -0.0749
H 0.0989 -0.0996 0.3378
H 0.5696 0.2966 0.1591
H 0.2480 0.3218 -0.4355
H -0.3349 -0.0614 -0.4490
F -0.8106 -1.5501 -0.3170
Te -3.6137 6.2823 -3.5489
F 0.9641 -1.5298 0.7659
F -0.8026 -0.5363 2.0575
F 1.1513 -0.9349 -1.3233
F 1.7918 0.5380 0.8682
O 1.3196 -2.1154 0.8272

## Properties
<S²> ... 6.020
Max |F| ... 8.07 eV Å⁻¹
Energy ... -81620.136 eV
Net charge ... +2
2S+1 ... 5
Energy above the lowest of the compared OMol25 structures with the same formula, charge and spin ... 1.083 eV
Kohn-Sham gap (spin up / spin down) ... 6.36 / 3.35 eV

***

Entry 2:
This record from the OMol25 dataset describes a molecular structure, C11H13F6NO5PS in a non-equilibrium geometry. The level of theory is wB97M-V/def2-TZVPD.

Element x y z (Å)
O  -0.383  -2.788  -0.179
C  -0.152  -1.629  -0.026
C  -1.068  -0.802  0.851
C  -2.548  -1.178  0.668
C  -3.278  0.045  0.164
C  -3.412  1.210  1.170
O  -4.753  1.707  1.052
S  -5.285  1.219  -0.384
O  -4.623  1.932  -1.415
O  -6.693  1.167  -0.332
O  -4.640  -0.214  -0.256
N  0.974  -1.017  -0.641
C  1.399  0.189  -0.013
C  1.912  0.126  1.281
C  2.303  1.285  1.937
C  2.182  2.506  1.287
C  1.689  2.570  -0.014
C  1.292  1.413  -0.669
H  -0.936  0.267  0.704
H  -0.785  -0.983  1.883
H  -2.694  -2.014  -0.003
H  -2.960  -1.420  1.645
H  -2.693  0.396  -0.683
H  -2.725  2.004  0.882
H  -3.128  0.928  2.177
H  0.744  -0.848  -1.613
H  1.989  -0.848  1.738
H  2.704  1.213  2.934
H  2.477  3.415  1.791
H  1.609  3.527  -0.507
H  0.895  1.474  -1.669
F  5.965  -2.476  -2.223
P  4.369  -2.124  -1.966
F  3.414  -3.068  -1.007
F  4.218  -3.358  -3.053
F  2.932  -1.596  -2.616
F  4.794  -0.592  -2.427
F  4.895  -1.638  -0.468

Cartesian forces, eV/Å:
O -0.4322 -0.9368 -0.4695
C 0.6727 0.2926 0.0569
C -0.3302 0.1274 0.2753
C -0.5254 0.3634 0.7429
C 0.6895 -0.1233 -0.2106
C 0.8521 0.4180 -0.4933
O 0.0505 -0.1177 -0.0838
S -0.1565 0.1665 0.7695
O 0.2003 0.3079 -0.2502
O -0.2892 -0.2656 0.0196
O 0.1386 -0.3255 -0.2011
N -0.9294 0.9947 0.7321
C 0.0476 -0.1105 -0.3642
C -0.1402 0.0744 -0.2896
C -0.2489 -0.1842 -0.4270
C -0.0075 0.0988 -0.0547
C 0.0836 -0.2189 0.3135
C 0.2393 0.1589 0.4652
H 0.2074 0.1257 -0.1262
H 0.1419 -0.0608 0.1708
H 0.1053 -0.1642 -0.0931
H -0.1786 -0.3857 0.0055
H -0.3495 0.1552 -0.4084
H 0.0067 0.1312 -0.0410
H -0.7181 -0.1339 0.3429
H 0.6086 -0.5427 -0.3015
H 0.1765 -0.0984 0.1182
H 0.0714 0.0995 0.1636
H 0.0636 0.0859 0.0320
H -0.0112 0.0974 -0.0920
H -0.0375 -0.1129 -0.2228
F -0.0657 -0.4068 0.5706
P 0.1658 -0.1192 0.1609
F 0.5301 -0.4160 -0.1278
F -0.0610 0.5749 -0.5885
F -0.2294 0.1886 0.5961
F 0.2307 -0.3195 -0.6258
F -0.5718 0.5816 -0.0646

## Properties
Max |F| ... 1.55 eV Å⁻¹
Energy ... -59780.158 eV
Net charge ... -1
Kohn-Sham gap ... 8.73 eV

***

Entry 3:
This record from the OMol25 dataset describes a molecular structure, C70H46BrI4KN8O2 in a non-equilibrium geometry. The level of theory is wB97M-V/def2-TZVPD.

Element x y z (Å)
K  0.697  0.035  0.253
I  4.197  -8.073  -3.927
C  3.713  -6.206  -3.024
C  4.460  -5.089  -3.342
C  4.134  -3.881  -2.754
C  3.082  -3.771  -1.842
C  2.365  -4.927  -1.531
C  2.673  -6.141  -2.117
C  2.755  -2.486  -1.200
C  2.396  -1.419  -2.044
C  2.199  -1.555  -3.481
C  1.796  -0.348  -3.927
C  1.744  0.525  -2.765
C  1.316  1.861  -2.790
C  0.891  2.432  -4.082
C  1.713  2.516  -5.206
C  1.239  3.022  -6.405
C  -0.073  3.439  -6.486
I  -0.823  4.170  -8.337
C  -0.907  3.402  -5.386
C  -0.415  2.917  -4.191
C  1.176  2.706  -1.669
N  1.344  2.333  -0.394
C  1.219  3.425  0.381
C  1.453  3.465  1.760
C  1.424  4.797  2.402
C  2.638  5.411  2.698
C  2.684  6.633  3.339
C  1.494  7.244  3.680
I  1.555  9.120  4.685
C  0.272  6.669  3.395
C  0.242  5.446  2.747
C  1.838  2.405  2.592
C  2.060  2.556  4.017
C  2.425  1.337  4.474
C  2.446  0.457  3.320
N  2.051  1.127  2.228
C  2.838  -0.895  3.358
C  2.888  -1.763  2.258
C  3.523  -3.067  2.267
C  3.497  -3.510  0.988
C  2.856  -2.467  0.204
N  2.501  -1.456  1.009
C  3.374  -1.386  4.630
C  2.883  -2.532  5.262
C  3.401  -2.953  6.473
C  4.423  -2.229  7.056
I  5.232  -2.871  8.914
C  4.946  -1.100  6.454
C  4.421  -0.693  5.245
C  0.930  4.581  -0.447
C  0.902  4.133  -1.725
N  2.125  -0.160  -1.669
H  5.287  -5.157  -4.035
H  4.715  -3.003  -2.993
H  1.548  -4.868  -0.827
H  2.104  -7.024  -1.866
H  2.302  -2.455  -4.060
H  1.508  -0.085  -4.926
H  2.738  2.179  -5.158
H  1.887  3.082  -7.267
H  -1.933  3.733  -5.456
H  -1.067  2.845  -3.336
H  3.556  4.911  2.425
H  3.633  7.094  3.570
H  -0.647  7.162  3.680
H  -0.707  4.979  2.527
H  1.928  3.458  4.588
H  2.631  1.058  5.492
H  3.964  -3.550  3.122
H  3.924  -4.423  0.610
H  2.080  -3.089  4.800
H  3.009  -3.835  6.963
H  5.755  -0.550  6.916
H  4.833  0.172  4.745
H  0.767  5.588  -0.099
H  0.742  4.719  -2.614
O  -0.926  -1.283  -3.969
C  -2.117  -1.497  -4.381
C  -2.404  -2.348  -5.479
C  -3.687  -2.520  -5.938
C  -4.765  -1.904  -5.313
C  -4.524  -1.098  -4.214
C  -3.242  -0.880  -3.756
C  -2.979  0.098  -2.646
O  -1.795  0.804  -2.829
N  -2.906  -0.585  -1.341
N  -2.824  0.090  -0.213
C  -3.273  1.278  -0.056
C  -3.203  1.884  1.247
Br  -1.592  1.452  2.219
C  -4.102  2.647  1.895
C  -5.430  3.070  1.479
C  -5.755  3.441  0.174
C  -7.024  3.881  -0.148
C  -8.017  3.945  0.817
C  -7.710  3.583  2.119
C  -6.436  3.166  2.449
H  -1.183  0.106  -3.242
H  -1.570  -2.851  -5.951
H  -3.862  -3.160  -6.796
H  -5.772  -2.040  -5.686
H  -5.345  -0.615  -3.692
H  -3.815  0.816  -2.581
H  -2.262  -1.370  -1.334
H  -3.707  1.869  -0.860
H  -3.851  2.910  2.915
H  -4.991  3.421  -0.585
H  -7.238  4.182  -1.163
H  -9.013  4.278  0.557
H  -8.472  3.638  2.884
H  -6.206  2.899  3.472
C  -0.557  -2.473  4.670
C  -0.931  -3.781  4.410
C  -1.082  -4.183  3.094
C  -0.869  -3.256  2.069
N  -0.539  -1.998  2.336
C  -0.373  -1.623  3.585
C  -0.978  -3.625  0.645
C  -1.466  -4.867  0.228
C  -1.541  -5.138  -1.128
C  -1.123  -4.174  -2.029
C  -0.632  -2.975  -1.522
N  -0.568  -2.713  -0.232
H  -0.426  -2.113  5.682
H  -1.101  -4.481  5.221
H  -1.358  -5.202  2.874
H  -0.085  -0.591  3.728
H  -1.782  -5.620  0.934
H  -1.911  -6.094  -1.474
H  -1.167  -4.330  -3.094
H  -0.286  -2.204  -2.200

Cartesian forces, eV/Å:
K -1.7786 -0.3808 0.7453
I -0.1104 0.4058 0.2023
C 0.1470 -0.5367 -0.1787
C 0.1024 -0.1014 -0.1704
C -0.1193 0.0666 0.1216
C 0.1297 -0.3602 -0.2134
C 0.0446 0.2079 -0.0347
C -0.0503 -0.2647 -0.0299
C -0.0354 0.2582 0.2218
C 0.0503 -0.0918 -0.2402
C 0.0698 0.1817 -0.2506
C 0.1539 -0.2072 -0.0983
C 0.1002 0.1897 -0.2717
C 0.1606 -0.1759 0.1972
C -0.1494 0.1938 -0.3481
C -0.0388 -0.0452 0.1462
C 0.0959 -0.0367 -0.2117
C -0.1779 0.2836 -0.4464
I 0.1561 -0.1279 0.3476
C -0.1450 0.1047 -0.0899
C 0.0528 -0.0640 -0.0024
C 0.0349 0.1514 0.1774
N 0.3128 0.0732 -0.0369
C 0.1012 0.1003 -0.0702
C -0.0617 -0.1871 -0.2825
C 0.0112 0.2114 0.1034
C -0.1300 -0.0359 -0.0067
C 0.1100 0.1412 0.0567
C 0.0169 0.5981 0.3381
I -0.0313 -0.3771 -0.2040
C -0.1306 0.1850 0.0529
C 0.1363 -0.1532 -0.0509
C -0.0500 0.1674 0.2549
C -0.0509 -0.0011 0.0957
C -0.0707 0.0747 0.1105
C -0.0541 0.1071 0.1441
N 0.0343 -0.1059 -0.3902
C -0.1059 -0.1133 -0.4454
C 0.1342 0.1090 0.0616
C 0.0662 -0.3078 -0.0887
C 0.0989 -0.1980 0.2695
C 0.1072 0.0157 0.0427
N 0.3169 0.0332 -0.0604
C 0.1803 -0.1160 0.4364
C 0.0354 0.1887 -0.1480
C 0.0492 -0.1465 0.2149
C 0.2254 -0.1991 0.5269
I -0.1723 0.1058 -0.3368
C 0.1247 -0.0006 0.1706
C -0.0389 -0.1221 -0.1299
C -0.0789 0.1180 -0.0837
C -0.0356 0.1987 -0.0052
N 0.6080 0.0084 -0.0328
H -0.0076 0.0113 -0.0178
H 0.0345 0.1387 -0.0072
H -0.0613 0.0374 0.0765
H -0.0329 -0.0368 -0.0127
H -0.0387 -0.1109 -0.0860
H -0.1153 -0.0443 -0.1424
H 0.0783 -0.0634 0.1226
H 0.0249 -0.0190 -0.0212
H -0.0514 0.0082 -0.0189
H 0.0086 0.0065 0.0079
H 0.0735 -0.0750 -0.0296
H 0.0371 0.0560 0.0147
H -0.0264 0.0129 -0.0096
H -0.0676 -0.1018 -0.0484
H -0.0015 0.0904 0.1093
H 0.0294 0.0339 0.1517
H 0.0717 -0.0976 0.0009
H 0.0388 -0.1066 -0.0197
H -0.0318 0.0055 -0.0420
H -0.0154 -0.0195 -0.0180
H 0.0086 -0.0180 -0.0031
H 0.0050 0.0563 -0.0155
H 0.0495 0.0893 -0.0246
H -0.0245 0.0566 -0.0694
O 0.4404 0.0393 0.0147
C -0.5399 -0.0607 -0.0733
C 0.2211 -0.0606 0.0112
C -0.1689 -0.1635 -0.0399
C -0.3918 -0.0719 -0.1251
C 0.0390 0.0525 0.0233
C 0.1443 0.0413 -0.0007
C -0.1558 0.1306 0.5350
O 0.1502 0.1279 -0.2855
N -0.2154 -0.2909 -0.4639
N 0.2004 0.0232 0.6154
C -0.1421 -0.0570 -1.0264
C 0.0460 0.2215 1.1403
Br -0.4279 0.2698 -0.0019
C 0.7714 -0.3860 0.1450
C -0.4121 0.1433 -0.2179
C 0.1557 -0.0233 0.0860
C -0.1527 0.0005 -0.1232
C -0.0158 0.0088 -0.0406
C -0.1695 0.0695 0.0376
C 0.1582 -0.0420 -0.0633
H -0.0872 0.2470 0.0885
H 0.0744 0.0417 -0.0651
H -0.0105 -0.0272 -0.0509
H -0.0334 -0.0472 0.0078
H -0.0778 0.0558 -0.0579
H 0.2028 -0.2230 -0.0667
H -0.2469 0.1221 0.0264
H 0.0243 -0.1458 0.0395
H 0.0611 0.0773 0.0207
H 0.0552 0.0307 -0.0945
H -0.0280 0.0050 -0.0921
H -0.0046 0.0140 0.0127
H -0.0364 -0.0109 0.0734
H 0.0413 -0.0263 0.0664
C -0.1006 0.0218 -0.0178
C 0.0168 0.0946 -0.0027
C 0.0240 0.0669 -0.0880
C 0.0075 -0.1757 0.7140
N 0.0946 0.1193 -0.5061
C -0.0796 -0.0307 0.4887
C -0.1552 -0.4797 -0.4868
C 0.0958 0.1377 0.0743
C 0.0774 0.0826 -0.1249
C -0.0207 -0.0403 0.0684
C 0.1267 -0.2859 -0.5106
N 0.0749 0.3344 0.4544
H 0.0555 0.0252 0.0015
H 0.0195 0.0075 -0.0261
H 0.0058 -0.0750 -0.0143
H 0.0568 0.1398 0.1264
H -0.0367 0.0366 0.0723
H -0.0439 -0.0074 -0.0028
H -0.0086 0.0295 -0.1483
H -0.0157 -0.0204 -0.1040

## Properties
Max |F| ... 1.97 eV Å⁻¹
Energy ... -208124.593 eV
Net charge ... -2
Kohn-Sham gap ... 4.65 eV